A structure of composition C26H34IrN4SSi2 at a distorted geometry. Source: the OMol25 dataset; level of theory: the ωB97M-V functional and the def2-TZVPD basis.

```
68
Properties=species:S:1:pos:R:3:forces:R:3
Ir 0.039 0.583 -0.555 0.0632 -1.4788 1.3214
C 2.437 -0.917 3.896 0.1601 0.0051 0.0434
Si 2.164 -0.760 2.063 -0.4117 0.1784 0.2348
C 2.558 -2.373 1.227 0.0579 -0.0687 -0.0317
C 3.132 0.725 1.456 0.1238 -0.0804 0.0043
C 0.327 -0.279 1.827 -0.3633 0.1233 -2.4231
C 0.094 1.129 2.139 0.0185 -0.1908 0.5278
C 0.044 1.743 3.393 -0.0111 0.1525 -0.1265
C -0.168 3.104 3.448 0.0094 0.0606 -0.1561
C -0.313 3.850 2.263 -0.0176 -0.0495 0.1319
C -0.252 3.200 1.064 0.0094 -0.0969 0.2239
N -0.067 1.853 1.027 0.1318 1.1644 -0.2118
Si -1.159 -1.419 2.211 0.4799 0.4194 0.3157
C -1.136 -1.754 4.040 -0.1759 -0.0893 0.0137
C -1.047 -3.027 1.291 0.0296 -0.0921 -0.0895
C -2.680 -0.402 1.810 -0.1334 0.0030 0.1157
H 3.480 -1.183 4.084 0.0062 0.0209 0.0423
H 1.818 -1.698 4.332 0.0102 -0.0460 0.0530
H 2.239 0.018 4.422 0.0297 -0.0080 0.0380
H 3.579 -2.351 0.844 0.0304 -0.0510 0.0039
H 1.891 -2.595 0.398 -0.0125 -0.0439 -0.0478
H 2.493 -3.196 1.940 -0.0126 -0.0029 0.0237
H 4.169 0.455 1.248 0.0428 0.0371 0.0125
H 3.143 1.508 2.218 -0.0048 -0.0142 0.0178
H 2.719 1.163 0.549 -0.0191 0.1086 -0.0807
H 0.178 1.152 4.286 -0.0219 -0.0295 0.0446
H -0.215 3.604 4.406 -0.0074 0.0236 -0.0001
H -0.474 4.918 2.286 0.0212 0.0196 0.0436
H -0.346 3.719 0.122 0.0446 -0.0261 -0.0457
H -0.231 -2.274 4.345 0.0056 -0.0580 0.0350
H -1.985 -2.393 4.295 -0.0026 0.0069 0.0698
H -1.227 -0.841 4.630 -0.0028 0.0128 0.0338
H -0.415 -3.735 1.830 0.0182 0.0034 0.0292
H -0.640 -2.922 0.288 -0.0116 -0.1048 0.1595
H -2.041 -3.473 1.212 -0.0005 -0.0428 0.0024
H -2.979 0.185 2.681 0.0232 -0.0045 0.0391
H -3.528 -1.036 1.544 -0.0462 0.0282 -0.0069
H -2.508 0.299 0.994 -0.0109 0.0904 0.2676
S 1.997 -2.731 -2.644 -0.1117 -0.0915 -0.1246
C 3.231 -1.607 -2.278 0.0226 0.3005 0.0950
C 2.784 -0.523 -1.581 0.0265 -0.2398 -0.1963
C 1.389 -0.626 -1.320 -0.1878 0.6285 0.4972
C 0.839 -1.764 -1.850 0.3094 -0.8929 -0.2814
C -0.577 -1.966 -1.792 -0.2944 -0.0713 -0.1724
C -1.289 -3.052 -2.268 -0.0056 -0.0127 -0.0737
C -2.668 -3.039 -2.172 -0.0910 0.0141 0.0220
C -3.304 -1.930 -1.627 0.0370 -0.1221 -0.0488
C -2.538 -0.884 -1.162 0.1706 0.1610 -0.1474
N -1.200 -0.913 -1.220 0.2036 0.0168 -0.2767
H 4.237 -1.794 -2.622 0.0310 -0.0216 0.0405
H 3.424 0.284 -1.279 0.1097 0.1527 0.0580
H -0.762 -3.887 -2.710 -0.0133 0.0024 -0.0136
H -3.247 -3.881 -2.528 -0.0089 0.0052 -0.0235
H -4.381 -1.868 -1.566 -0.0095 -0.0069 0.0258
H -2.991 -0.004 -0.733 -0.0079 -0.0046 -0.1822
N -1.023 3.732 -5.917 0.0230 0.0083 -0.0404
C -0.755 3.088 -4.776 -0.0342 0.0251 -0.0251
C 0.187 2.042 -4.720 0.0054 0.0267 0.0345
C 0.420 1.399 -3.536 -0.0457 0.0588 0.0407
N -0.213 1.716 -2.386 -0.1505 0.2156 0.2707
C -1.114 2.719 -2.435 -0.0172 -0.0310 -0.0798
C -1.409 3.418 -3.571 0.0175 0.0264 -0.0260
H -0.552 3.492 -6.773 -0.0209 0.0266 0.0278
H -1.694 4.480 -5.951 0.0190 -0.0128 -0.0046
H 0.733 1.747 -5.605 0.0066 -0.0318 -0.0073
H 1.140 0.595 -3.486 0.0136 0.0061 -0.0069
H -1.626 2.959 -1.511 -0.0118 -0.0092 -0.0134
H -2.134 4.219 -3.536 -0.0349 -0.0065 0.0034
```
Positions in Å, forces in eV/Å.

Orbital gap (alpha / beta) ... 6.92 / 5.48 eV
Charge ... +2
2S+1 ... 2
Maximum force ... 2.45 eV/Å
Energy above the lowest of the compared OMol25 structures with the same formula, charge and spin ... 71.2 kJ/mol
Highest occupied orbital energy (alpha / beta) ... -13.94 / -13.97 eV